Entry 1:
This record from the OMol25 dataset describes C4H6N4 in the gas phase at a distorted geometry. The level of theory is the ωB97M-V functional and the def2-TZVPD basis.

Each line ends with the natural charge from an NBO analysis.
Cartesian coordinates (Å):
C 1.292 1.834 0.093  -0.48
C 1.114 0.529 -0.166  0.26
C 1.258 -1.684 -0.208  0.25
C -1.609 0.421 -0.122  0.27
H 0.111 2.291 0.027  0.21
H 2.223 2.585 0.164  0.26
H 1.788 -2.756 0.057  0.24
H -0.458 -1.444 1.052  0.40
H -1.459 1.547 -0.590  0.17
H -2.886 -1.166 0.147  0.33
N 1.962 -0.556 -0.291  -0.43
N -0.177 -1.459 0.065  -0.47
N -0.261 -0.060 -0.020  -0.33
N -2.896 -0.081 -0.209  -0.67

Computed properties:
multiplicity = 1
gap between HOMO and LUMO = 8.07 eV
energy relative to the best compared isomer or geometry (same formula, charge and spin) = 137.4 kcal/mol
E_LUMO = -0.2 eV


Entry 2:
This record from the OMol25 dataset describes a molecular structure, C32H33N7O8PSTi. The level of theory is the ωB97M-V functional and the def2-TZVPD basis.

Each line ends with the Löwdin spin population.
Cartesian coordinates (Å):
Ti 0.727 -0.076 -0.053  0.91
O 0.824 1.369 -1.519  0.02
N 0.570 1.183 -2.819  0.01
C -0.351 0.247 -3.149  0.00
C -0.679 -0.006 -4.450  0.00
C -0.046 0.742 -5.446  0.00
C 0.861 1.703 -5.093  0.00
C 1.205 1.973 -3.744  0.00
S 2.309 3.190 -3.316  0.00
H -0.801 -0.263 -2.308  0.00
H -1.422 -0.758 -4.665  0.00
H -0.276 0.573 -6.492  0.00
H 1.362 2.308 -5.835  0.00
O -3.037 -4.262 2.256  0.01
C -2.259 -3.374 1.925  0.00
C -0.925 -3.091 2.363  0.00
O -0.145 -3.868 3.221  0.00
C -0.468 -2.036 1.580  0.00
C -1.456 -1.571 0.646  -0.01
O -1.073 -0.465 -0.091  -0.04
C -2.638 -2.274 0.803  -0.01
O -3.777 -2.175 0.310  -0.02
O 0.689 -1.426 1.561  0.02
C -3.615 3.818 0.356  0.00
P -2.630 2.251 0.213  0.00
C -3.282 1.646 -1.392  0.00
C -3.822 0.366 -1.531  0.00
C -4.272 -0.064 -2.774  0.00
C -4.180 0.759 -3.888  0.00
C -3.618 2.022 -3.761  0.00
C -3.172 2.459 -2.522  0.00
C -3.533 1.204 1.411  0.00
C -4.924 1.090 1.428  0.00
C -5.552 0.255 2.334  0.00
C -4.795 -0.496 3.229  0.00
C -3.416 -0.391 3.227  0.00
C -2.790 0.459 2.321  0.00
H -4.681 3.676 0.168  0.00
H -3.228 4.558 -0.344  0.00
H -3.480 4.208 1.367  0.00
H -3.906 -0.316 -0.687  0.00
H -4.690 -1.060 -2.855  0.00
H -4.526 0.412 -4.856  0.00
H -3.511 2.664 -4.628  0.00
H -2.713 3.438 -2.443  0.00
H -5.517 1.631 0.699  0.00
H -6.631 0.150 2.316  0.00
H -5.281 -1.195 3.897  0.00
H -2.814 -1.017 3.873  0.00
H -1.708 0.503 2.292  0.00
C 3.808 2.621 -0.231  0.00
N 4.329 1.825 0.873  0.00
C 5.612 2.242 1.399  0.00
C 5.895 1.577 2.729  0.00
C 5.689 0.082 2.586  0.00
N 4.358 -0.185 2.085  0.00
C 3.802 -1.517 2.314  0.00
C 3.769 0.619 1.161  0.00
O 2.722 0.263 0.607  0.01
H 3.563 3.627 0.117  0.00
H 2.919 2.175 -0.664  0.00
H 4.555 2.697 -1.026  0.00
H 5.591 3.329 1.506  0.00
H 6.408 2.008 0.678  0.00
H 5.210 1.962 3.487  0.00
H 6.916 1.794 3.048  0.00
H 5.786 -0.416 3.552  0.00
H 6.453 -0.347 1.922  0.00
H 4.024 -1.808 3.342  0.00
H 4.236 -2.256 1.635  0.00
H 2.723 -1.507 2.178  0.00
N 2.283 -6.064 -0.222  0.00
C 2.045 -4.695 -0.058  0.00
N 2.010 -4.218 1.134  0.00
N 1.906 -4.059 -1.277  0.00
C 1.665 -2.805 -1.257  0.01
N 1.439 -1.654 -1.286  0.00
H 2.010 -6.580 0.600  0.00
H 1.868 -6.416 -1.071  0.00
H 0.542 -4.286 2.676  0.00
H 1.819 -3.216 1.119  0.00
O 0.598 2.740 1.908  0.02
C 0.541 1.794 1.297  0.04

Computed properties:
multiplicity = 2
gap between HOMO and LUMO (spin up / spin down) = 3.64 / 3.71 eV
net charge = -2
energy relative to the best compared isomer or geometry (same formula, charge and spin) = 0.0 kcal/mol
E_LUMO (spin up / spin down) = 3.8 / 3.7 eV
⟨S²⟩ = 0.7666


Entry 3:
This record from the OMol25 dataset describes C17H24N2O6S in the gas phase at a distorted geometry. The level of theory is the ωB97M-V functional and the def2-TZVPD basis.

Each line ends with the natural charge from an NBO analysis.
Cartesian coordinates (Å):
C 4.226 2.487 -0.260  -0.26
H 4.235 2.147 0.779  0.18
H 4.545 1.675 -0.919  0.20
O 2.962 2.988 -0.632  -0.48
C 1.814 2.412 -0.227  0.35
C 0.670 3.186 -0.483  -0.25
C -0.577 2.782 -0.067  -0.16
C -0.708 1.599 0.642  -0.36
C 0.393 0.817 0.898  -0.15
C 1.661 1.192 0.448  -0.18
C 2.730 0.181 0.695  0.80
O 3.009 -0.245 1.792  -0.62
O 3.246 -0.241 -0.456  -0.50
C 4.208 -1.311 -0.536  0.01
C 3.707 -2.608 0.090  -0.64
H 3.551 -2.500 1.159  0.23
H 2.767 -2.899 -0.374  0.22
H 4.442 -3.389 -0.084  0.23
H 4.327 -1.442 -1.618  0.23
C 5.598 -0.905 0.003  0.64
O 6.543 -0.793 -0.745  -0.60
N 5.670 -0.730 1.331  -0.83
H 6.554 -0.457 1.729  0.40
H 4.838 -0.731 1.908  0.43
H 0.273 -0.099 1.455  0.24
S -2.328 1.018 1.140  2.35
O -3.240 2.120 1.045  -0.94
O -2.205 0.320 2.386  -0.94
N -2.660 -0.078 -0.047  -0.71
C -3.330 0.382 -1.237  -0.22
H -2.925 1.369 -1.475  0.21
C -4.843 0.497 -1.042  -0.41
H -5.008 1.110 -0.155  0.23
C -5.546 -0.848 -0.880  -0.39
H -6.599 -0.656 -0.663  0.21
C -4.965 -1.726 0.230  -0.41
C -3.629 -2.365 -0.157  -0.41
H -3.500 -3.310 0.375  0.22
C -2.424 -1.479 0.177  -0.22
H -1.551 -1.810 -0.405  0.18
H -2.187 -1.562 1.239  0.24
H -3.638 -2.592 -1.225  0.19
H -4.835 -1.135 1.137  0.21
H -5.683 -2.521 0.446  0.21
H -5.503 -1.398 -1.825  0.19
H -5.267 1.021 -1.901  0.21
H -3.089 -0.298 -2.059  0.20
H -1.455 3.380 -0.250  0.24
H 0.812 4.117 -1.010  0.23
H 4.915 3.324 -0.370  0.21

Computed properties:
multiplicity = 1
gap between HOMO and LUMO = 9.39 eV
energy relative to the best compared isomer or geometry (same formula, charge and spin) = 14.8 kcal/mol
E_LUMO = 0.5 eV


Entry 4:
This record from the OMol25 dataset describes a molecular structure, C24H46AsF6N2NaO8S4 at a distorted geometry. The level of theory is the ωB97M-V functional and the def2-TZVPD basis.

Each line ends with the Löwdin charge.
Cartesian coordinates (Å):
Na -0.449 5.684 -2.086  0.97
As -0.105 0.059 1.021  0.94
F -1.014 1.174 2.109  -0.32
F -0.334 1.323 -0.273  -0.35
F 0.677 -1.071 -0.163  -0.31
F 0.154 -1.096 2.401  -0.31
F -1.745 -0.630 0.521  -0.33
F 1.454 0.829 1.406  -0.30
C 1.702 1.895 7.895  -0.10
C 0.954 0.595 8.261  -0.28
C -0.507 0.923 8.387  -0.21
C -0.941 2.023 9.326  -0.20
N -1.283 2.900 10.008  0.12
H 2.749 1.596 7.947  0.07
H 1.509 2.609 8.695  0.07
H 1.478 2.241 6.886  0.08
H 1.332 0.104 9.158  0.11
H 1.184 -0.185 7.535  0.11
H -0.952 0.026 8.818  0.11
H -0.902 0.971 7.373  0.12
C 5.869 -3.213 2.694  -0.09
C 5.807 -4.643 3.326  -0.25
C 6.503 -5.787 2.564  -0.20
C 6.137 -5.862 1.160  -0.25
N 5.878 -5.895 0.027  0.14
H 6.892 -2.876 2.526  0.07
H 5.345 -2.475 3.301  0.07
H 5.300 -3.125 1.768  0.07
H 4.811 -5.042 3.519  0.10
H 6.123 -4.666 4.369  0.10
H 6.245 -6.745 3.016  0.12
H 7.561 -5.527 2.511  0.12
C 8.271 5.128 -2.119  -0.21
C 8.196 3.609 -1.832  -0.24
C 6.781 3.056 -1.758  -0.18
S 5.838 4.264 -2.884  0.73
O 4.886 5.044 -2.076  -0.38
O 5.397 3.721 -4.166  -0.36
C 7.267 5.402 -3.280  -0.20
H 9.306 5.400 -2.325  0.11
H 7.933 5.706 -1.258  0.11
H 8.688 3.337 -0.899  0.12
H 8.601 3.078 -2.694  0.11
H 6.381 3.239 -0.761  0.10
H 6.716 2.045 -2.161  0.11
H 6.914 6.416 -3.468  0.10
H 7.677 5.062 -4.232  0.09
C -3.150 0.503 -7.235  -0.25
C -4.253 1.275 -6.596  -0.24
C -4.224 2.602 -7.337  -0.19
S -2.394 3.087 -7.579  0.75
O -1.982 3.910 -6.439  -0.37
O -2.012 3.283 -8.999  -0.35
C -1.904 1.385 -7.203  -0.23
H -3.456 0.230 -8.245  0.12
H -3.003 -0.472 -6.771  0.12
H -4.029 1.261 -5.530  0.13
H -5.205 0.782 -6.794  0.12
H -4.735 3.390 -6.784  0.09
H -4.725 2.438 -8.290  0.10
H -1.505 1.321 -6.191  0.11
H -1.180 1.168 -7.988  0.10
C -1.612 -8.444 -1.738  -0.24
C -1.563 -7.093 -0.967  -0.20
C -0.839 -7.247 0.404  -0.18
S -0.455 -9.069 0.506  0.69
O -1.651 -9.601 1.094  -0.33
O 0.875 -9.373 1.054  -0.34
C -0.514 -9.334 -1.271  -0.25
H -1.485 -8.215 -2.796  0.11
H -2.607 -8.884 -1.670  0.11
H -2.592 -6.746 -0.874  0.11
H -1.145 -6.288 -1.572  0.11
H -1.309 -6.804 1.282  0.11
H 0.176 -6.869 0.281  0.09
H -0.503 -10.404 -1.482  0.11
H 0.461 -8.957 -1.579  0.11
C -9.396 5.053 1.543  -0.20
C -8.563 4.031 2.370  -0.21
C -7.597 3.252 1.469  -0.20
S -7.418 4.209 -0.112  0.72
O -8.213 3.496 -1.137  -0.36
O -6.044 4.659 -0.334  -0.36
C -8.415 5.618 0.503  -0.23
H -9.895 5.826 2.127  0.11
H -10.197 4.528 1.022  0.11
H -9.200 3.325 2.903  0.11
H -8.082 4.582 3.178  0.11
H -7.724 2.202 1.204  0.11
H -6.577 3.331 1.845  0.09
H -8.769 6.189 -0.355  0.10
H -7.674 6.248 0.996  0.10

Computed properties:
multiplicity = 1
gap between HOMO and LUMO = 6.76 eV
E_LUMO = -2.9 eV


multiplicity of number 3 (C17H24N2O6S)? 1


Which value of multiplicity does entry 1 give? 1


Which value of multiplicity does entry 4 give? 1